1.
# C20H28AlNO2S

C20H28AlNO2S as an isolated structure at a distorted geometry (ωB97M-V/def2-TZVPD, the Open Molecules 2025 dataset).

```
53
Properties=species:S:1:pos:R:3:forces:R:3
O 0.376 0.448 -0.128 -1.222 -1.213 0.653
C -0.750 0.105 0.804 -0.054 1.021 0.071
C -0.552 -1.386 0.611 0.590 0.315 -0.015
H -1.684 0.525 0.406 0.318 -0.176 0.092
H -0.557 0.518 1.802 0.022 -0.113 -0.310
C 0.479 -1.009 -0.469 0.197 -0.527 -0.518
H -1.414 -1.940 0.260 -0.130 -0.016 -0.013
H -0.097 -1.879 1.474 -0.131 0.058 -0.140
C -0.027 -1.239 -1.878 0.055 -0.003 -0.411
H -0.949 -0.674 -2.054 0.109 -0.127 0.038
H -0.241 -2.307 -2.031 0.077 0.292 0.127
H 0.716 -0.938 -2.632 -0.254 -0.028 0.260
C 1.884 -1.522 -0.273 0.389 -0.066 0.058
H 2.186 -1.464 0.778 -0.023 0.027 -0.205
H 2.604 -0.946 -0.876 -0.267 -0.167 0.187
H 1.947 -2.574 -0.591 -0.104 0.295 0.092
Al 1.384 2.116 -0.205 -0.578 -0.733 -0.017
C 3.627 2.919 0.896 -1.815 -0.664 4.747
C 2.416 3.618 1.750 3.999 -1.333 0.804
C 1.647 2.560 2.197 0.921 -0.675 -0.031
H 2.214 4.668 1.629 -0.043 0.309 2.049
C 2.271 1.316 1.885 -0.518 0.362 0.593
C 3.388 1.530 1.045 0.389 1.548 0.036
H 4.080 0.806 0.669 0.101 -0.388 -0.158
H 4.355 3.461 0.351 1.929 -0.604 0.738
H 0.771 2.723 2.773 -0.637 -0.121 0.416
H 1.929 0.359 2.238 -0.106 -0.138 -0.078
C 2.372 3.816 -2.090 0.277 0.461 -0.328
C 3.108 2.540 -2.037 -2.864 1.478 -1.868
C 2.130 1.588 -2.342 -0.281 0.297 -0.258
H 4.140 2.436 -1.841 0.812 -0.240 0.076
C 0.833 2.233 -2.447 0.145 -0.679 -0.702
C 0.939 3.593 -2.228 3.300 -0.433 -0.828
H 0.221 4.358 -2.118 -0.753 0.429 -0.034
H 2.840 4.868 -1.737 -0.577 -0.616 -2.950
H 2.361 0.571 -2.587 -0.181 -0.430 -0.036
H -0.084 1.751 -2.703 -0.331 -0.471 -0.110
O -3.989 -2.834 0.638 -0.953 -1.402 0.432
C -3.469 -4.185 0.512 0.775 0.120 0.103
C -4.619 -5.184 0.686 -0.559 1.341 -0.360
H -2.699 -4.347 1.300 -0.381 0.136 -0.347
H -2.965 -4.266 -0.465 -0.214 0.005 0.291
C -5.550 -4.408 1.648 1.479 0.315 -0.082
H -4.301 -6.136 1.066 0.191 -0.437 0.139
H -5.131 -5.315 -0.277 0.117 -0.130 0.193
C -5.347 -2.965 1.166 -0.206 0.479 -0.301
H -5.163 -4.506 2.672 -0.217 -0.034 -0.160
H -6.573 -4.731 1.611 -0.481 -0.085 0.001
H -5.476 -2.221 1.965 0.080 -0.220 -0.223
H -6.075 -2.729 0.360 0.440 -0.065 0.300
S 2.580 4.203 -0.176 -5.569 -0.819 -1.835
C 3.607 5.502 -0.441 7.577 12.050 -1.684
N 4.309 6.575 -0.566 -4.842 -8.180 1.504
```
Forces are in eV/Å.

lowest unoccupied orbital energy (spin up / spin down)	0.233 / 0.233	eV
gap between HOMO and LUMO (spin up / spin down)	5.33 / 5.33	eV

The net atomic charges from Mulliken, expressed in e, are:
1. O 0.0195
2. C -0.5552
3. C -0.5079
4. H 0.3104
5. H 0.2369
6. C 1.4870
7. H 0.0959
8. H 0.3918
9. C -1.5827
10. H 0.3726
11. H 0.4754
12. H 0.2683
13. C -1.5581
14. H 0.3432
15. H 0.1951
16. H 0.4694
17. Al 0.2660
18. C -0.3529
19. C -0.8240
20. C -0.8679
21. H 0.5938
22. C -0.3482
23. C -1.1662
24. H 0.5066
25. H 0.8639
26. H 0.5275
27. H 0.7233
28. C 0.1140
29. C -1.5606
30. C -0.1925
31. H 0.6126
32. C -0.2720
33. C -1.3671
34. H 0.4652
35. H 0.6518
36. H 0.8567
37. H 0.5701
38. O -0.3573
39. C -0.3579
40. C -0.6177
41. H 0.2565
42. H 0.2836
43. C -0.5208
44. H 0.3543
45. H 0.2809
46. C -0.4726
47. H 0.2671
48. H 0.3446
49. H 0.2693
50. H 0.2571
51. S 0.3006
52. C 0.1192
53. N -0.6684



2.
# C47H44F3N8O3PdSi

C47H44F3N8O3PdSi as an isolated structure at a distorted geometry (ωB97M-V/def2-TZVPD, the Open Molecules 2025 dataset).

```
107
Properties=species:S:1:pos:R:3:forces:R:3
Pd -0.216 1.149 -1.031 0.351 0.885 0.445
C -6.205 -7.193 8.240 -0.041 -0.061 0.002
O -5.404 -6.060 8.535 -0.022 -0.046 0.082
C -4.899 -5.358 7.505 0.102 0.167 -0.161
C -4.100 -4.264 7.845 -0.021 -0.016 0.170
C -3.536 -3.478 6.867 -0.001 0.002 -0.147
C -3.753 -3.759 5.515 -0.122 -0.188 0.186
C -4.553 -4.851 5.184 0.155 0.203 -0.047
C -5.122 -5.647 6.160 -0.110 -0.133 0.019
C -3.171 -2.965 4.441 0.098 0.123 -0.309
N -3.377 -3.167 3.157 -0.143 -0.168 0.055
C -2.643 -2.219 2.510 0.249 0.273 0.402
C -1.971 -1.414 3.414 -0.267 -0.309 -0.419
N -2.320 -1.908 4.644 -0.003 0.038 0.203
C -1.134 -0.338 3.012 0.101 0.144 -0.098
C -0.449 0.531 3.876 0.029 0.012 -0.077
C 0.334 1.531 3.353 -0.086 -0.087 0.098
C 0.418 1.669 1.966 0.082 0.058 0.054
N -0.238 0.875 1.146 -0.080 0.006 -0.090
C -0.994 -0.128 1.622 0.024 0.050 0.371
C -1.654 -0.992 0.666 -0.202 -0.328 -0.023
N -1.419 -0.791 -0.646 0.334 0.080 -0.151
C -2.011 -1.562 -1.536 0.018 -0.042 -0.106
C -2.884 -2.595 -1.186 -0.033 -0.068 0.109
C -3.124 -2.835 0.144 0.044 0.056 -0.061
C -2.496 -2.029 1.104 0.086 0.105 -0.129
H -6.486 -7.616 9.200 0.000 -0.007 -0.006
H -5.644 -7.934 7.667 -0.002 0.009 0.010
H -7.107 -6.911 7.692 0.020 0.018 0.000
H -3.941 -4.056 8.895 0.011 0.012 -0.016
H -2.926 -2.636 7.172 -0.004 -0.007 0.022
H -4.719 -5.064 4.137 -0.027 -0.048 0.003
H -5.736 -6.486 5.863 0.018 0.026 0.025
H -2.005 -1.574 5.537 -0.005 -0.014 0.011
H -0.535 0.411 4.949 0.008 0.006 0.004
H 0.874 2.208 3.999 0.036 0.003 -0.032
H 1.048 2.420 1.507 -0.032 -0.015 -0.061
H -1.777 -1.369 -2.577 -0.014 0.047 0.005
H -3.347 -3.197 -1.955 0.021 0.023 -0.030
H -3.775 -3.633 0.477 -0.004 0.000 -0.008
C -4.442 4.103 -0.570 -0.110 -0.109 0.010
N -3.005 4.341 -0.643 0.090 -0.140 -0.036
C -2.468 5.582 -0.566 0.204 0.037 0.006
C -1.130 5.796 -0.602 -0.075 0.094 0.038
C -0.297 4.645 -0.719 0.250 0.013 -0.008
N -0.840 3.442 -0.818 0.361 -0.606 -0.125
C -2.172 3.231 -0.795 -0.271 0.305 0.023
O -2.643 2.101 -0.920 0.025 -0.025 0.011
N 1.037 4.696 -0.751 -0.229 -0.143 0.022
H -4.968 5.053 -0.596 0.048 0.033 -0.004
H -4.686 3.574 0.351 0.009 0.015 -0.008
H -4.753 3.482 -1.407 0.004 0.031 -0.012
H -3.170 6.400 -0.478 -0.028 -0.022 0.023
H -0.722 6.792 -0.542 -0.017 -0.004 0.000
H 1.546 5.552 -0.627 -0.016 0.049 -0.027
H 1.531 3.808 -0.806 0.160 -0.116 0.048
F -1.581 0.978 -7.885 0.126 0.007 -0.003
C -0.304 1.149 -7.498 -0.018 0.006 -0.133
F 0.420 0.149 -8.013 -0.059 0.080 0.016
F 0.129 2.297 -8.044 -0.027 -0.084 0.042
C -0.216 1.198 -5.995 -0.020 0.001 0.112
C -0.925 2.180 -5.316 0.164 -0.101 -0.041
C -0.859 2.193 -3.937 -0.028 0.118 -0.095
N -0.145 1.306 -3.242 -0.095 -0.393 0.070
C 0.537 0.368 -3.905 0.032 0.045 -0.036
C 0.532 0.277 -5.287 0.002 0.098 -0.070
H -1.510 2.912 -5.855 -0.032 0.022 0.055
H -1.395 2.939 -3.368 -0.012 -0.015 0.061
H 1.108 -0.332 -3.310 0.014 0.037 -0.089
H 1.105 -0.487 -5.791 0.009 -0.017 0.040
C 4.688 1.132 1.273 0.114 0.079 0.023
C 4.766 1.587 -0.183 -0.732 -0.470 -0.422
C 4.624 3.107 -0.271 0.064 0.003 0.056
C 6.093 1.179 -0.820 0.101 0.129 0.118
Si 3.244 0.843 -1.138 1.825 -0.244 -0.168
O 1.946 1.604 -0.632 -1.818 0.295 -0.081
C 3.574 1.194 -2.980 -0.306 -0.120 0.258
C 3.106 2.386 -3.537 0.059 -0.010 0.000
C 3.316 2.692 -4.875 -0.056 0.061 0.006
C 3.987 1.790 -5.690 -0.018 -0.026 -0.044
C 4.456 0.596 -5.157 0.047 -0.053 -0.014
C 4.257 0.306 -3.813 -0.054 0.047 -0.006
C 3.170 -1.059 -0.974 -0.232 0.339 -0.032
C 1.938 -1.665 -1.234 0.156 -0.098 0.060
C 1.768 -3.041 -1.203 -0.109 -0.048 -0.043
C 2.851 -3.861 -0.924 0.007 -0.030 0.021
C 4.086 -3.290 -0.661 0.019 0.018 -0.006
C 4.236 -1.909 -0.677 0.073 0.038 0.029
H 5.495 1.583 1.864 -0.028 -0.009 0.015
H 4.777 0.047 1.361 -0.004 0.021 0.041
H 3.735 1.429 1.721 0.008 -0.020 0.037
H 5.439 3.598 0.273 -0.022 0.019 -0.015
H 3.676 3.437 0.164 0.024 0.029 0.042
H 4.665 3.442 -1.311 0.009 0.056 0.010
H 6.924 1.663 -0.292 -0.002 -0.008 -0.027
H 6.142 1.487 -1.866 0.026 -0.013 -0.007
H 6.270 0.105 -0.776 0.029 0.011 -0.027
H 2.564 3.083 -2.904 -0.013 0.017 -0.067
H 2.961 3.631 -5.284 -0.010 -0.022 -0.003
H 4.146 2.017 -6.737 0.011 0.005 0.013
H 4.985 -0.108 -5.788 -0.003 0.018 -0.008
H 4.634 -0.626 -3.405 -0.017 -0.022 -0.040
H 1.089 -1.039 -1.465 -0.186 -0.027 0.085
H 0.795 -3.478 -1.399 0.017 0.031 -0.007
H 2.733 -4.937 -0.910 0.001 0.007 0.005
H 4.940 -3.919 -0.443 -0.013 0.000 0.023
H 5.209 -1.496 -0.446 0.006 -0.029 -0.021
```
Forces are in eV/Å.

multiplicity	3
lowest unoccupied orbital energy (spin up / spin down)	-2.655 / -3.426	eV
expectation value of S²	2.0053
gap between HOMO and LUMO (spin up / spin down)	7.16 / 6.39	eV
charge	+1

Atomic partial charges in e from the Mulliken method, atoms 1 to 99:
1. Pd 0.0159
2. C -0.8471
3. O -0.4598
4. C 0.9405
5. C -0.8171
6. C -0.4694
7. C 0.4119
8. C -0.8321
9. C -0.4242
10. C 0.2694
11. N -0.8592
12. C 1.1346
13. C 0.0839
14. N -0.1313
15. C 0.2305
16. C -0.5131
17. C -1.3979
18. C -0.8029
19. N 0.9770
20. C -0.3209
21. C -0.2420
22. N 0.8924
23. C -0.7057
24. C -1.1841
25. C -0.5110
26. C 0.1233
27. H 0.2439
28. H 0.3467
29. H 0.3427
30. H 0.4164
31. H 0.2658
32. H 0.4702
33. H 0.3971
34. H 0.1761
35. H 0.4714
36. H 0.4982
37. H 0.6436
38. H 0.5451
39. H 0.4686
40. H 0.6154
41. C -0.9756
42. N 0.1844
43. C -0.0830
44. C -1.2578
45. C 0.7504
46. N 0.6655
47. C -0.1400
48. O -0.5968
49. N -0.1238
50. H 0.3282
51. H 0.3100
52. H 0.3137
53. H 0.3750
54. H 0.4724
55. H 0.2291
56. H -0.4160
57. F -0.2482
58. C 0.6265
59. F -0.2819
60. F -0.2490
61. C 0.5835
62. C -1.3249
63. C -0.5499
64. N 1.0622
65. C -0.6364
66. C -0.9978
67. H 0.4925
68. H 0.3181
69. H 0.3585
70. H 0.5682
71. C -1.6251
72. C 2.0931
73. C -1.4445
74. C -1.6849
75. Si -1.7584
76. O 1.8319
77. C 0.3817
78. C 0.5065
79. C -0.8890
80. C -0.6402
81. C -0.8393
82. C -0.1162
83. C 0.6980
84. C 0.9564
85. C -0.9984
86. C -0.8322
87. C -0.8496
88. C -0.2953
89. H 0.5024
90. H 0.2872
91. H 0.2043
92. H 0.5751
93. H 0.0680
94. H 0.2886
95. H 0.5333
96. H 0.3174
97. H 0.2543
98. H 0.2404
99. H 0.4757



3.
# C41H36IrN3O4P

C41H36IrN3O4P as an isolated structure (ωB97M-V/def2-TZVPD, the Open Molecules 2025 dataset).

```
86
Properties=species:S:1:pos:R:3:forces:R:3
Ir -0.076 0.500 -0.004 -0.107 -0.006 0.119
O -1.337 0.021 -2.330 -0.028 0.084 -0.176
C -0.509 0.805 -1.939 -0.015 -0.024 0.177
C 0.188 1.807 -2.812 -0.002 -0.027 -0.031
C -0.263 2.174 -4.072 -0.031 -0.038 0.036
C 0.474 3.091 -4.802 0.078 0.068 -0.026
C 1.658 3.622 -4.291 -0.077 -0.030 -0.043
C 2.114 3.246 -3.036 0.043 -0.023 0.065
C 1.360 2.348 -2.293 -0.076 0.041 -0.097
P 1.687 1.702 -0.652 0.287 0.079 0.120
C 3.453 1.518 -0.369 -0.035 -0.099 -0.029
C 4.238 2.604 0.015 -0.024 0.076 0.014
C 5.600 2.436 0.195 0.044 -0.008 0.008
C 6.179 1.188 -0.002 -0.008 -0.010 -0.004
C 5.398 0.103 -0.374 -0.001 0.035 0.008
C 4.033 0.266 -0.555 0.003 -0.040 -0.011
C 0.969 2.788 0.586 -0.075 -0.048 -0.086
C -0.107 3.754 0.189 0.026 0.004 -0.060
C -0.773 4.575 1.315 0.014 0.009 0.030
C -0.540 4.027 2.681 -0.027 0.020 0.035
C 0.344 3.060 2.948 0.016 -0.014 -0.041
C 1.125 2.437 1.894 -0.011 0.011 -0.014
H -1.169 1.734 -4.467 -0.010 -0.008 0.004
H 0.139 3.390 -5.785 -0.004 0.004 -0.011
H 2.228 4.326 -4.881 0.008 0.010 -0.008
H 3.044 3.643 -2.649 0.002 0.003 0.006
H 3.785 3.574 0.184 -0.007 -0.015 -0.012
H 6.212 3.276 0.493 0.007 0.010 0.003
H 7.244 1.061 0.141 0.014 0.003 0.003
H 5.850 -0.868 -0.519 0.005 -0.014 -0.004
H 3.414 -0.580 -0.832 -0.005 0.000 0.000
H 0.212 4.383 -0.643 -0.005 -0.004 0.012
H -0.558 5.645 1.317 -0.008 0.005 -0.004
H -1.104 4.477 3.490 -0.001 0.000 0.019
H 0.494 2.718 3.963 -0.007 -0.007 0.013
H 1.857 1.685 2.171 0.011 0.000 0.005
C -4.137 -2.592 1.444 0.003 0.011 -0.021
O -4.764 -1.702 2.369 0.001 0.021 0.045
C -4.392 -1.755 3.677 -0.013 -0.023 -0.013
C -5.413 -1.744 4.625 0.024 0.025 -0.046
C -5.123 -1.775 5.976 0.000 -0.005 0.011
C -3.802 -1.817 6.409 0.006 0.002 -0.009
C -2.783 -1.795 5.477 -0.023 0.032 -0.001
C -3.063 -1.751 4.113 0.011 -0.038 0.028
N -1.978 -1.730 3.193 0.103 0.055 -0.043
C -1.666 -0.701 2.363 -0.044 0.112 0.040
N -2.494 0.354 2.387 0.044 -0.045 -0.099
C -2.476 1.548 1.646 -0.042 -0.051 0.024
C -1.628 1.753 0.500 0.147 -0.164 -0.058
C -1.511 3.098 -0.105 -0.021 0.009 -0.051
C -2.200 4.239 0.684 -0.047 0.029 0.025
C -3.327 3.831 1.524 0.017 0.125 0.012
C -3.312 2.526 2.110 -0.089 -0.133 0.158
O -4.096 2.181 3.179 0.050 0.035 -0.048
C -4.930 3.173 3.764 0.010 -0.016 -0.041
N -0.612 -0.768 1.576 -0.068 -0.080 0.088
C 0.233 -1.911 1.664 0.016 0.096 -0.028
C 0.095 -2.970 0.780 0.001 -0.028 -0.004
C 0.967 -4.049 0.829 0.019 -0.013 0.015
C 1.982 -4.059 1.771 -0.004 -0.002 -0.013
C 2.138 -3.004 2.665 -0.040 0.036 -0.013
C 1.265 -1.924 2.616 0.066 -0.017 0.021
O 1.325 -0.840 3.435 -0.034 -0.016 -0.042
C 2.361 -0.813 4.404 0.006 -0.018 0.007
H -4.911 -2.905 0.746 0.003 0.001 0.004
H -3.733 -3.466 1.955 -0.009 -0.011 -0.021
H -3.344 -2.085 0.891 -0.012 -0.020 -0.002
H -6.433 -1.732 4.267 -0.011 0.001 -0.002
H -5.931 -1.781 6.694 -0.004 0.000 0.007
H -3.570 -1.854 7.464 -0.004 0.001 0.012
H -1.747 -1.797 5.790 0.013 -0.001 -0.001
H -1.280 -2.454 3.264 -0.020 -0.020 -0.002
H -3.230 0.319 3.079 -0.031 0.025 0.007
H -1.768 3.083 -1.168 -0.027 -0.018 -0.007
H -2.480 5.062 0.027 0.005 0.007 0.005
H -4.118 4.527 1.758 -0.009 0.017 -0.018
H -5.390 2.702 4.628 -0.001 0.009 -0.001
H -5.708 3.487 3.067 -0.006 0.017 0.024
H -4.345 4.037 4.085 -0.020 0.006 0.011
H -0.700 -2.929 0.045 -0.006 0.010 0.001
H 0.853 -4.869 0.135 0.005 -0.013 -0.004
H 2.669 -4.893 1.819 0.003 -0.007 -0.001
H 2.940 -3.033 3.387 0.006 -0.001 0.009
H 2.235 0.117 4.952 0.014 0.000 0.003
H 3.345 -0.826 3.928 0.005 0.002 0.017
H 2.278 -1.654 5.097 0.011 0.007 -0.002
```
Forces are in eV/Å.

multiplicity	5
lowest unoccupied orbital energy (spin up / spin down)	-2.436 / -3.909	eV
expectation value of S²	6.0275
gap between HOMO and LUMO (spin up / spin down)	5.34 / 6.77	eV
charge	+1

The net atomic charges from Mulliken, expressed in e, are:
1. Ir 1.9938
2. O -0.5811
3. C -0.2884
4. C 0.4333
5. C -0.7110
6. C -0.6465
7. C -0.6538
8. C -0.7729
9. C 0.0387
10. P 1.0717
11. C 0.7157
12. C -0.2014
13. C -0.7772
14. C -0.4529
15. C -0.8323
16. C -0.3587
17. C -0.7841
18. C -0.5833
19. C -0.0384
20. C -1.0212
21. C -0.7493
22. C 0.1544
23. H 0.5451
24. H 0.4226
25. H 0.4543
26. H 0.5212
27. H 0.4513
28. H 0.4252
29. H 0.4100
30. H 0.4458
31. H 0.4296
32. H 0.7677
33. H 0.5375
34. H 0.3641
35. H 0.4579
36. H 0.4137
37. C -0.5731
38. O -0.4518
39. C 0.5200
40. C -0.6411
41. C -0.4917
42. C -0.7715
43. C -0.5849
44. C 0.1306
45. N 0.4741
46. C 0.1030
47. N 0.5073
48. C -0.6904
49. C -1.3815
50. C -0.0370
51. C -0.2765
52. C -1.6998
53. C 1.5807
54. O -0.4502
55. C -0.9568
56. N -0.0991
57. C -1.1134
58. C 0.1303
59. C -1.1014
60. C -0.7641
61. C -0.6796
62. C 1.1695
63. O 0.0092
64. C -1.2380
65. H 0.3893
66. H 0.3084
67. H 0.0408
68. H 0.4641
69. H 0.4218
70. H 0.4165
71. H 0.5121
72. H 0.1906
73. H 0.2907
74. H 0.6725
75. H 0.6375
76. H 0.4242
77. H 0.2574
78. H 0.3545
79. H 0.3603
80. H 0.5286
81. H 0.4601
82. H 0.4495
83. H 0.4906
84. H 0.2324
85. H 0.4105
86. H 0.4638



no.,E (eV)
1,-44197.8650
2,-87026.7480
3,-67878.6725